A cluster of 4 separate species, C38H71BNO7P in total in a non-equilibrium geometry. Source: the OMol25 dataset; level of theory: wB97M-V/def2-TZVPD.

SMILES = CC(=O)OCP(CCC(C)C)(Cc1ccccc1C)(C[C@@H](C)OCc1ccccc1)B(N)O.CCOCC.CCOCC.CCOCC
DFT total energy = -2437.21702 hartree
total charge = 0

Last column: Mulliken charge in e.
Atoms and positions in Å:
C 5.113 2.358 1.872  -0.622
C 5.702 1.542 0.563  0.596
O 6.871 2.021 0.053  -0.578
O 5.030 0.354 -0.057  -0.235
C 4.031 0.968 -1.006  -1.211
P 2.767 -0.361 -1.605  1.816
C 2.092 -0.368 0.169  -0.874
C 0.494 -0.169 0.390  0.771
C -0.002 -1.294 1.478  0.365
C -1.122 -0.613 2.519  -1.005
C -0.720 -2.621 0.859  -0.397
C 2.351 0.641 -3.112  -0.914
C 1.000 1.515 -3.251  0.568
C 0.063 1.291 -4.624  -0.725
C -1.312 2.103 -4.966  -0.393
C -1.909 3.261 -3.942  -0.596
C -0.984 3.557 -2.602  -0.598
C 0.423 2.705 -2.287  0.579
C 1.238 3.164 -0.967  -0.192
C 1.910 -1.962 -2.100  -0.913
C 0.594 -1.949 -3.016  0.607
C 0.542 -3.510 -3.655  -1.213
O -0.713 -1.907 -2.276  0.156
C -1.831 -1.597 -3.164  0.029
C -3.291 -1.631 -2.344  0.318
C -3.580 -0.839 -0.936  0.000
C -5.007 -0.828 -0.114  -0.441
C -6.267 -1.648 -0.798  -0.423
C -6.000 -2.466 -2.230  -0.348
C -4.559 -2.487 -3.018  -0.594
B 4.423 -1.430 -1.797  0.678
N 5.401 -1.125 -2.949  -0.660
O 4.737 -2.557 -0.875  -0.696
H 5.468 3.496 1.848  0.293
H 3.932 2.415 1.704  0.115
H 5.329 1.838 2.900  0.207
H 4.748 1.368 -1.874  0.268
H 3.576 1.849 -0.400  -0.197
H 2.361 -1.436 0.634  0.623
H 2.628 0.397 0.914  -0.370
H 0.355 0.873 0.962  0.375
H -0.161 -0.066 -0.567  -0.247
H 0.866 -1.678 2.201  -0.129
H -0.649 0.384 2.919  0.307
H -2.105 -0.464 1.892  0.147
H -1.239 -1.385 3.408  0.293
H -0.807 -3.402 1.759  0.416
H -1.817 -2.467 0.476  -0.225
H -0.134 -3.179 0.016  -0.007
H 2.384 -0.095 -4.056  0.518
H 3.225 1.413 -3.384  0.546
H 0.411 0.474 -5.421  0.167
H -1.914 1.856 -5.965  0.279
H -2.905 3.822 -4.214  0.296
H -1.380 4.414 -1.883  0.274
H 2.287 3.606 -1.325  0.178
H 0.684 4.068 -0.449  0.211
H 1.475 2.356 -0.167  -0.258
H 2.678 -2.718 -2.620  0.277
H 1.621 -2.535 -1.090  0.049
H 0.594 -1.310 -3.990  -0.472
H 0.538 -4.322 -2.808  0.238
H 1.567 -3.618 -4.258  0.378
H -0.300 -3.631 -4.457  0.338
H -1.985 -2.319 -4.071  0.170
H -1.804 -0.498 -3.628  -0.028
H -2.668 -0.224 -0.473  0.213
H -5.062 -0.245 0.907  0.293
H -7.317 -1.632 -0.247  0.307
H -6.937 -3.037 -2.689  0.269
H -4.391 -3.047 -4.057  0.209
H 6.346 -1.077 -2.497  0.237
H 5.368 -1.925 -3.620  0.224
H 4.437 -2.259 0.040  0.341
C -6.236 -7.544 1.081  -1.047
C -6.002 -6.584 -0.073  -0.318
O -6.292 -5.226 0.250  -0.391
C -5.536 -4.651 1.313  -0.627
C -4.038 -4.644 1.054  -0.679
H -7.274 -7.480 1.429  0.281
H -6.032 -8.574 0.769  0.387
H -5.592 -7.321 1.934  0.270
H -6.666 -6.859 -0.898  0.336
H -4.981 -6.671 -0.458  0.300
H -5.771 -5.153 2.257  0.369
H -5.880 -3.616 1.421  0.333
H -3.636 -5.654 0.946  0.312
H -3.512 -4.159 1.882  0.403
H -3.813 -4.101 0.130  0.094
C -0.111 8.693 1.406  -1.176
C 0.343 7.317 0.948  -0.302
O -0.144 6.959 -0.343  -0.373
C 0.239 7.807 -1.424  -0.330
C 1.743 7.892 -1.621  -0.991
H -1.207 8.752 1.414  0.297
H 0.260 8.902 2.414  0.398
H 0.252 9.483 0.746  0.265
H -0.044 6.569 1.647  0.351
H 1.433 7.231 0.977  0.339
H -0.200 8.802 -1.296  0.321
H -0.213 7.385 -2.329  0.344
H 2.247 8.313 -0.749  0.277
H 1.978 8.523 -2.483  0.389
H 2.163 6.895 -1.792  0.208
C 2.018 -0.479 7.597  -1.036
C 1.657 -1.535 6.565  -0.363
O 1.241 -0.989 5.316  -0.310
C 2.191 -0.174 4.633  -0.005
C 3.479 -0.903 4.292  -0.935
H 1.168 0.192 7.772  0.290
H 2.295 -0.952 8.546  0.387
H 2.859 0.137 7.273  0.254
H 0.816 -2.124 6.945  0.340
H 2.482 -2.238 6.415  0.320
H 2.392 0.735 5.209  0.355
H 1.713 0.152 3.701  -0.127
H 4.005 -1.246 5.186  0.414
H 4.154 -0.244 3.737  0.151
H 3.269 -1.785 3.678  0.248

Force components x, y, z for each atom (eV/Å):
-1.59 0.07 -1.09
6.05 2.18 -2.32
-7.75 -3.58 3.03
0.65 3.29 1.56
1.94 3.35 -0.27
2.19 -0.63 1.53
-0.57 -0.51 2.21
0.03 0.56 1.64
-1.50 -0.10 0.68
1.25 -0.87 -0.66
-0.03 -1.08 0.77
-0.10 1.93 -3.15
-4.76 2.48 -1.53
-1.26 2.06 1.73
1.73 0.76 3.11
4.69 -2.63 0.84
0.16 -2.51 -3.10
-1.36 -0.74 -1.92
0.42 1.21 -0.63
-2.46 -1.98 0.05
-0.91 -4.05 -1.52
1.53 0.67 -0.82
0.31 1.35 -1.78
-2.32 1.12 0.04
-3.54 -0.50 1.62
-1.74 -1.40 -1.14
0.56 -2.45 -4.45
4.19 0.37 -1.40
2.17 1.72 1.26
-0.36 2.45 3.85
1.97 -1.82 0.50
-0.86 -1.11 1.47
-1.02 3.37 -0.18
-0.37 -2.87 -0.03
2.43 -0.29 0.63
-0.26 0.92 -2.22
-1.78 -0.57 1.69
0.64 -1.14 -1.41
-0.52 2.17 -1.19
-0.97 -1.64 -1.95
0.32 -2.17 -1.33
1.26 -0.69 1.61
-1.51 1.06 -1.84
-1.27 -1.84 -0.68
1.80 -0.10 1.56
-0.10 1.79 -1.80
0.16 1.63 -1.87
2.20 0.06 0.64
-0.97 1.26 1.51
-0.27 1.51 2.16
-1.76 -1.76 0.98
-0.80 1.99 1.94
1.60 0.53 2.46
2.31 -1.19 0.79
1.28 -2.11 -1.46
-2.16 -0.98 0.72
0.98 -1.92 -1.07
-0.71 1.19 -1.64
-1.58 1.81 0.89
0.55 1.14 -2.26
-0.01 -0.52 2.22
-0.25 1.67 -1.68
-2.17 -0.01 1.20
1.40 0.06 1.79
0.56 1.01 1.79
0.43 -2.22 1.12
-2.21 -1.52 -1.14
-0.02 -1.34 -2.36
2.49 -0.23 -1.52
2.38 1.34 1.09
-0.58 1.30 2.64
-0.97 -0.36 -0.78
0.41 0.89 0.68
0.37 -0.79 -1.66
-0.09 -0.02 0.15
-0.05 0.12 0.14
-0.12 -0.03 -0.05
0.06 -0.01 -0.10
0.07 -0.01 -0.14
0.17 -0.03 -0.11
-0.05 0.14 0.02
0.04 -0.06 -0.06
0.01 0.27 0.09
0.07 -0.03 0.06
0.06 -0.08 0.02
-0.08 -0.23 -0.22
0.01 0.02 0.11
-0.07 -0.02 -0.08
-0.07 0.02 0.11
-0.13 0.11 -0.03
-0.10 0.09 -0.05
-0.07 -0.17 0.00
0.06 -0.04 -0.01
0.13 -0.07 0.07
0.20 -0.05 0.04
-0.06 -0.06 -0.13
0.06 -0.02 0.08
-0.04 -0.04 -0.28
0.05 0.08 -0.01
0.07 0.03 0.04
-0.03 -0.09 0.30
-0.03 0.07 -0.08
-0.05 -0.09 0.09
-0.08 0.12 -0.03
-0.04 0.17 0.03
-0.01 0.13 0.01
-0.07 0.01 -0.12
-0.03 -0.13 0.07
0.05 -0.14 0.02
0.13 -0.16 -0.01
-0.07 0.05 -0.14
0.04 -0.07 0.05
0.00 0.11 -0.28
0.08 0.03 0.02
0.09 -0.01 0.04
-0.14 -0.16 0.20
0.02 0.10 -0.05
-0.08 -0.07 0.02
0.01 0.13 0.03